This record from OMol25 describes C17H23CaClF6MgN2O7 as an isolated structure. The level of theory is the ωB97M-V functional and the def2-TZVPD basis.

Each line ends with the natural charge from an NBO analysis.
Atoms and positions in Å:
N  -0.685  1.006  -1.498  -0.862
C  -0.931  1.579  -2.781  -0.170
C  -2.418  1.465  -3.106  -0.427
C  -3.290  2.175  -2.067  0.002
O  -3.561  1.404  -0.929  -0.687
C  -4.608  2.551  -2.734  0.949
F  -5.072  1.608  -3.545  -0.326
F  -5.521  2.771  -1.792  -0.317
F  -4.461  3.702  -3.399  -0.317
C  -0.431  3.019  -2.917  0.736
O  0.436  3.495  -2.293  -0.468
O  -1.048  3.876  -3.872  -0.163
H  -0.714  1.681  -0.749  0.391
H  0.163  0.445  -1.477  0.404
H  -0.418  0.979  -3.531  0.237
H  -2.650  0.386  -3.059  0.151
H  -2.590  1.880  -4.088  0.233
H  -2.787  3.058  -1.716  0.214
H  -3.913  0.545  -1.171  0.470
C  -1.660  1.313  2.140  0.532
O  -0.879  2.181  1.799  -0.641
N  -2.345  1.308  3.293  -0.427
C  -3.265  0.244  3.636  -0.396
C  -2.155  2.411  4.224  -0.424
H  -1.874  0.438  1.503  0.113
H  -4.268  0.653  3.777  0.196
H  -2.945  -0.239  4.561  0.193
H  -3.296  -0.499  2.842  0.212
H  -2.420  3.353  3.739  0.223
H  -1.106  2.464  4.519  0.212
H  -2.775  2.262  5.105  0.199
C  2.283  -3.294  -1.722  -0.145
C  3.635  -2.785  -2.173  -0.107
O  3.300  -1.507  -2.726  -0.468
C  2.146  -1.100  -2.168  0.983
O  1.680  -0.017  -2.283  -0.572
O  1.571  -2.100  -1.446  -0.482
H  2.343  -3.935  -0.827  0.214
H  1.759  -3.836  -2.523  0.131
H  4.324  -2.645  -1.339  0.210
H  4.105  -3.424  -2.916  0.224
Ca  1.141  -5.685  -2.129  0.035
F  -2.337  3.882  -3.557  -0.126
F  -2.106  5.137  3.070  -0.344
Mg  -3.332  -1.140  -4.024  0.050
F  2.827  -4.933  2.164  -0.325
C  3.779  -3.990  2.312  0.397
C  4.964  -4.317  2.936  -0.285
C  5.939  -3.341  3.077  -0.184
C  5.715  -2.056  2.603  -0.228
C  4.514  -1.745  1.981  -0.194
C  3.538  -2.719  1.828  -0.306
H  5.117  -5.322  3.305  0.233
H  6.876  -3.584  3.558  0.221
H  6.476  -1.297  2.719  0.221
H  4.335  -0.742  1.616  0.224
H  2.596  -2.498  1.340  0.227
Cl  -3.700  5.480  2.911  0.355

Values from the calculation:
orbital gap: 0.175 Ha


This record from OMol25 describes C17H23CaIN2Si as an isolated structure. The level of theory is the ωB97M-V functional and the def2-TZVPD basis.

Each line ends with the natural charge from an NBO analysis.
Atoms and positions in Å:
C  -0.699  0.611  1.865  -0.959
C  -2.380  -0.100  -0.228  -0.681
H  -0.415  -0.132  2.633  0.240
H  -1.870  1.664  2.750  0.276
H  0.000  1.480  1.831  0.181
H  -1.607  -0.641  -0.990  0.153
H  -2.956  -1.036  -0.016  0.272
H  -2.870  0.559  -0.915  0.231
C  2.885  0.386  1.456  0.078
C  4.257  0.239  1.658  -0.258
C  5.015  -0.220  0.558  -0.158
C  4.408  -0.569  -0.675  -0.213
H  2.186  0.677  2.247  0.229
H  4.703  0.510  2.635  0.235
H  6.096  -0.321  0.643  0.225
H  4.968  -0.941  -1.552  0.217
N  2.358  0.182  0.218  -0.595
C  3.029  -0.392  -0.828  0.124
C  2.271  -0.772  -2.104  0.255
N  0.911  -0.628  -2.141  -0.639
C  0.081  -1.013  -3.148  0.061
C  2.044  -1.548  -4.382  -0.157
C  0.631  -1.465  -4.339  -0.258
H  -0.998  -0.912  -2.948  0.206
H  -0.037  -1.717  -5.188  0.236
C  2.874  -1.226  -3.279  -0.233
H  3.980  -1.276  -3.289  0.223
H  2.528  -1.878  -5.299  0.226
Ca  0.185  -0.032  -0.179  1.696
I  0.122  -2.874  0.926  -0.860
C  -5.550  -0.140  2.493  -1.099
Si  -4.484  1.424  2.326  1.547
C  -5.362  2.655  1.194  -1.100
C  -4.124  2.164  4.019  -1.091
C  -2.638  1.253  1.963  -0.553
C  -1.914  0.562  1.074  -0.161
H  -6.512  0.102  2.977  0.237
H  -5.027  -0.884  3.112  0.243
H  -5.758  -0.594  1.512  0.232
H  -6.315  2.977  1.645  0.235
H  -4.710  3.530  1.060  0.235
H  -5.558  2.213  0.207  0.231
H  -3.580  1.416  4.610  0.238
H  -3.467  3.029  3.868  0.231
H  -5.044  2.462  4.520  0.222

Values from the calculation:
orbital gap (spin up / spin down): 0.179 / 0.107 Ha


This record from OMol25 describes C17H23Cl3N3O4SV as an isolated structure. The level of theory is the ωB97M-V functional and the def2-TZVPD basis.

Each line ends with the natural charge from an NBO analysis.
Atoms and positions in Å:
V  0.230  0.587  -0.545  1.154
C  0.539  3.077  4.000  -0.448
N  0.712  2.959  2.551  -0.518
C  1.556  2.141  1.972  0.392
N  2.313  1.313  2.666  -0.739
S  1.754  2.178  0.218  0.049
H  -0.224  3.822  4.197  0.256
H  1.470  3.400  4.469  0.235
H  0.212  2.127  4.425  0.224
H  0.214  3.592  1.945  0.441
H  2.339  1.325  3.677  0.432
H  3.003  0.757  2.184  0.446
Cl  -0.769  -1.592  -2.071  0.079
C  0.825  -1.543  -3.053  -0.197
Cl  1.606  -3.079  -2.980  0.177
Cl  0.521  -0.972  -4.653  0.166
C  1.456  -0.504  -2.125  0.704
O  2.012  -0.791  -1.077  -0.504
O  0.962  0.712  -2.248  -0.553
O  0.785  -2.411  2.066  -0.360
C  0.474  -1.472  1.489  0.933
N  0.100  -0.446  0.927  -0.725
C  -0.409  3.757  -2.730  -0.587
C  -1.853  3.253  -2.802  -0.260
C  -1.991  1.918  -3.543  -0.594
C  -2.536  3.232  -1.457  0.074
C  -3.592  4.092  -1.214  -0.216
C  -4.276  4.080  -0.005  -0.065
C  -3.939  3.190  1.012  -0.250
C  -2.905  2.292  0.850  0.122
C  -2.567  1.243  1.880  -0.279
C  -3.162  -0.105  1.444  -0.593
C  -3.024  1.599  3.293  -0.610
C  -2.198  2.357  -0.386  0.187
O  -1.158  1.542  -0.525  -0.372
H  0.006  3.824  -3.735  0.240
H  0.237  3.095  -2.154  0.182
H  -0.362  4.749  -2.279  0.226
H  -2.409  3.990  -3.384  0.233
H  -1.447  1.109  -3.054  0.183
H  -1.586  2.020  -4.550  0.237
H  -3.037  1.623  -3.629  0.229
H  -3.894  4.783  -1.991  0.246
H  -5.098  4.768  0.144  0.248
H  -4.507  3.197  1.931  0.245
H  -1.479  1.134  1.899  0.207
H  -4.251  -0.048  1.422  0.234
H  -2.882  -0.888  2.150  0.228
H  -2.826  -0.400  0.448  0.197
H  -4.110  1.564  3.388  0.229
H  -2.694  2.596  3.595  0.209
H  -2.624  0.875  4.003  0.230

Values from the calculation:
net charge: +2
orbital gap: 0.218 Ha


This record from OMol25 describes C17H23Cl5N3Rh as an isolated structure. The level of theory is the ωB97M-V functional and the def2-TZVPD basis.

Each line ends with the natural charge from an NBO analysis.
Atoms and positions in Å:
Rh  -1.528  1.195  0.143  1.141
Cl  -1.437  2.200  -3.568  0.131
C  -2.662  2.617  -2.526  -0.105
C  -2.647  2.189  -1.201  -0.380
C  -3.784  2.575  -0.428  0.101
Cl  -3.605  1.996  1.232  0.136
C  -4.875  3.361  -0.844  -0.165
Cl  -6.088  3.719  0.253  0.165
C  -4.897  3.802  -2.149  -0.061
Cl  -6.146  4.703  -2.724  0.243
C  -3.782  3.457  -3.065  0.023
Cl  -3.810  3.925  -4.622  0.323
C  0.479  0.029  5.111  -0.596
C  0.453  -0.986  3.961  -0.142
C  1.876  -1.419  3.586  -0.596
C  -0.415  -2.199  4.320  -0.596
C  -0.167  -0.312  2.752  0.537
N  -0.648  0.202  1.848  -0.567
H  0.928  -0.460  5.976  0.242
H  -0.527  0.350  5.383  0.227
H  1.079  0.904  4.861  0.227
H  2.322  -1.900  4.457  0.243
H  2.495  -0.563  3.312  0.225
H  1.871  -2.137  2.765  0.219
H  0.032  -2.682  5.189  0.242
H  -0.449  -2.922  3.504  0.222
H  -1.432  -1.901  4.577  0.228
C  2.669  -2.835  -2.018  -0.624
C  1.765  -2.009  -2.898  -0.213
N  1.461  -0.670  -2.329  -0.349
C  2.468  0.392  -2.544  -0.229
C  3.356  0.662  -1.343  -0.626
C  0.381  -0.442  -1.590  0.541
C  -0.599  -1.558  -1.366  -0.673
N  0.104  0.731  -1.061  -0.840
H  2.805  -3.823  -2.456  0.248
H  2.246  -2.964  -1.017  0.206
H  3.656  -2.381  -1.914  0.222
H  0.832  -2.523  -3.105  0.216
H  2.228  -1.827  -3.868  0.225
H  1.954  1.300  -2.875  0.204
H  3.066  0.071  -3.394  0.233
H  2.788  0.971  -0.463  0.205
H  4.063  1.457  -1.580  0.246
H  3.925  -0.229  -1.075  0.226
H  -1.069  -1.846  -2.307  0.260
H  -1.388  -1.257  -0.679  0.214
H  -0.112  -2.439  -0.946  0.257
H  0.764  1.472  -1.274  0.386

Values from the calculation:
net charge: +2
2S+1: 5
orbital gap (spin up / spin down): 0.254 / 0.193 Ha


This record from OMol25 describes C17H23F5MnNO2P2S as an isolated structure. The level of theory is the ωB97M-V functional and the def2-TZVPD basis.

Each line ends with the natural charge from an NBO analysis.
Atoms and positions in Å:
Mn  -0.250  0.314  -0.256  0.868
P  -0.763  -1.735  -1.066  0.837
C  -2.463  -1.111  -1.542  -0.417
C  -2.778  0.229  -1.132  0.138
N  -1.811  0.998  -0.423  -0.541
C  -2.183  1.972  0.468  0.234
C  -3.513  2.303  0.633  -0.203
C  -4.450  1.790  -0.319  -0.100
C  -4.052  0.850  -1.252  -0.198
C  -1.159  2.572  1.457  -0.801
P  0.481  2.289  0.868  0.905
H  -4.807  0.320  -1.845  0.260
H  -3.768  2.958  1.482  0.260
H  -5.480  2.179  -0.244  0.268
H  -1.343  3.644  1.559  0.277
H  -1.334  2.088  2.442  0.286
H  -0.379  0.384  -4.803  0.450
H  -2.937  -1.471  -2.469  0.259
H  1.955  2.322  -2.950  0.465
O  -0.560  1.215  -5.338  -0.910
H  -0.860  1.885  -4.657  0.463
H  1.332  -0.179  0.025  -0.081
O  2.726  2.604  -2.502  -0.927
H  3.250  1.767  -2.296  0.473
C  0.774  3.860  -0.049  -0.913
H  0.795  4.668  0.725  0.258
H  1.740  3.708  -0.571  0.290
H  -0.071  3.980  -0.762  0.249
C  1.575  2.409  2.303  -0.932
H  2.603  2.191  1.962  0.271
H  1.493  3.452  2.658  0.267
H  1.253  1.687  3.074  0.263
C  -1.488  -2.907  0.164  -0.892
H  -1.984  -3.590  -0.551  0.257
H  -0.812  -3.428  0.868  0.263
H  -2.264  -2.308  0.677  0.260
C  0.139  -2.607  -2.357  -0.941
H  1.109  -3.008  -2.023  0.287
H  -0.512  -3.432  -2.650  0.271
H  0.302  -1.930  -3.205  0.267
F  2.665  -4.792  3.789  -0.249
C  2.580  -3.769  2.924  0.301
C  3.557  -3.696  1.931  0.318
F  4.551  -4.595  1.825  -0.249
C  3.473  -2.689  1.023  0.326
F  4.377  -2.489  0.019  -0.271
C  2.413  -1.792  1.095  -0.370
S  2.890  -0.556  -0.003  0.367
C  1.444  -1.820  2.099  0.290
F  0.438  -0.878  2.236  -0.320
C  1.532  -2.849  3.011  0.337
F  0.572  -3.011  3.951  -0.270

Values from the calculation:
net charge: +2
2S+1: 5
orbital gap (spin up / spin down): 0.243 / 0.231 Ha